This record from the Open Molecules 2025 dataset describes an isolated molecule of C18H19NO9 in a non-equilibrium geometry. The level of theory is the ωB97M-V functional and the def2-TZVPD basis.

Geometry as XYZ:
```
47
Properties=species:S:1:pos:R:3:lowdin_charge:R:1
C 4.26 1.97 2.56 0.0301
C 2.80 2.24 2.14 -0.1899
O 1.83 2.62 3.10 0.1078
C 0.58 2.65 2.36 -0.3333
O -0.54 2.84 2.84 0.1350
O 0.91 2.31 1.01 0.1096
C 2.24 2.18 0.88 -0.2078
C 3.09 1.60 -0.25 -0.1577
O 3.82 0.43 -0.15 -0.0292
N 2.94 -0.56 0.45 0.0801
C 2.78 -1.85 0.10 -0.4460
O 3.21 -2.22 -1.01 0.0294
C 2.10 -2.82 1.14 -0.0777
C 0.55 -2.90 0.87 -0.0900
C -0.27 -1.52 0.96 -0.2403
C -1.30 -1.42 -0.05 -0.1424
C -1.45 0.05 -0.47 -0.1977
C -2.29 0.96 0.09 -0.0418
C -2.44 2.22 -0.41 -0.0132
C -1.74 2.73 -1.48 -0.1726
C -1.92 4.14 -1.79 -0.4150
O -0.96 4.68 -2.35 0.0827
O -3.09 4.78 -1.36 0.0784
C -0.76 1.91 -1.95 -0.0021
C -0.59 0.57 -1.48 0.0032
C -0.85 -1.25 2.34 -0.4489
O 0.03 -1.02 3.18 0.0699
O -2.09 -1.56 2.72 0.1473
H 4.81 1.93 1.60 0.0905
H 4.68 2.72 3.15 0.0610
H 4.29 1.01 3.07 0.0887
H 2.25 1.42 -1.07 0.1612
H 3.75 2.41 -0.46 0.1270
H 2.57 -0.42 1.44 0.1715
H 2.49 -3.82 0.90 0.1218
H 2.36 -2.61 2.18 0.1116
H 0.04 -3.66 1.53 0.1349
H 0.43 -3.34 -0.16 0.1250
H 0.42 -0.67 0.76 0.1323
H -1.06 -1.99 -1.00 0.1459
H -2.27 -1.77 0.11 0.1087
H -2.94 0.57 0.87 0.1290
H -3.06 2.85 0.24 0.1330
H -3.00 5.70 -1.72 0.1406
H 0.08 2.32 -2.47 0.1125
H 0.26 -0.01 -1.78 0.1060
H -2.09 -1.55 3.67 0.1309
```

## Properties
HOMO energy = -0.3378 Eh
Orbital gap = 9.5 eV
Molar mass = 393.3 g mol⁻¹
Total charge = 0
Energy = -1429.10676 Eh
SMILES string = Cc1oc(=O)oc1CONC(=O)CC[C@@H](Cc1ccc(C(=O)O)cc1)C(=O)O
LUMO energy = 0.34 eV

---

This record from the Open Molecules 2025 dataset describes a 2-piece molecular cluster, C18H19O6 overall in a non-equilibrium geometry. The level of theory is the ωB97M-V functional and the def2-TZVPD basis.

Geometry as XYZ:
```
43
Properties=species:S:1:pos:R:3:lowdin_charge:R:1
C 1.36 2.06 4.62 -0.0655
C 0.64 0.85 4.01 -0.5404
C -0.63 1.13 3.41 -0.0697
C -1.72 0.22 3.21 -0.5460
C -3.03 0.87 2.77 -0.0577
O -1.67 -1.00 3.41 -0.0373
O 1.15 -0.28 4.08 -0.0522
H 0.82 3.00 4.46 0.0524
H 1.46 1.92 5.70 0.0668
H 2.37 2.15 4.21 0.0631
H -0.93 2.16 3.44 0.0476
H -2.97 1.95 2.82 0.0534
H -3.28 0.55 1.75 0.0493
H -3.83 0.55 3.44 0.0685
C -1.75 -0.58 -4.11 0.0148
C -1.81 0.69 -3.29 -0.5274
C -2.52 1.82 -4.04 0.0143
O -2.51 0.46 -2.05 0.0708
C -1.90 -0.30 -1.08 -0.3909
O -2.55 -0.70 -0.14 0.1202
C -0.42 -0.50 -1.19 -0.0298
C 0.24 -1.15 -0.18 0.1171
C 1.64 -1.52 -0.26 -0.1855
C 2.32 -1.84 -1.47 -0.0397
C 3.68 -2.10 -1.48 -0.0863
C 4.41 -2.04 -0.29 -0.0865
C 3.76 -1.76 0.92 -0.0700
C 2.38 -1.58 0.93 0.0027
C 0.30 0.41 -2.14 -0.3808
O 1.51 0.60 -2.13 0.1068
O -0.47 1.16 -3.00 0.0660
H -1.22 -1.38 -3.57 0.0951
H -2.77 -0.90 -4.35 0.1002
H -1.24 -0.37 -5.05 0.0989
H -2.53 2.74 -3.45 0.0963
H -2.01 2.02 -4.98 0.0908
H -3.55 1.53 -4.26 0.0918
H -0.32 -1.31 0.76 0.1484
H 1.76 -1.89 -2.40 0.1117
H 4.17 -2.34 -2.43 0.1018
H 5.49 -2.17 -0.32 0.0964
H 4.32 -1.68 1.85 0.1081
H 1.85 -1.43 1.87 0.1123
```

## Properties
HOMO energy = -0.1216 Eh
Orbital gap = 5.0 eV
Molar mass = 331.3 g mol⁻¹
Total charge = -1
Energy = -1148.79176 Eh
LUMO energy = 1.64 eV

---

This record from the Open Molecules 2025 dataset describes C18H20AsN6STeTl as an isolated structure. The level of theory is the ωB97M-V functional and the def2-TZVPD basis.

Geometry as XYZ:
```
48
Properties=species:S:1:pos:R:3:lowdin_charge:R:1
Tl -1.03 -0.98 1.04 0.4959
N 3.63 -2.19 0.09 -0.0012
C 2.43 -1.70 0.81 -0.8048
N 1.50 -1.03 -0.05 -0.0641
C 1.42 -1.32 -1.31 -0.3744
N 0.52 -0.77 -2.18 0.0077
N -0.46 -0.15 -1.54 -0.0919
C -1.22 0.64 -2.23 -0.1374
C -2.34 1.35 -1.61 -0.2865
C -3.24 2.07 -2.40 -0.0495
C -4.29 2.73 -1.80 -0.0991
C -4.44 2.66 -0.42 -0.0887
C -3.50 1.93 0.29 -0.1781
N -2.47 1.32 -0.27 0.0453
C 2.37 -2.28 -1.94 -0.0924
C 2.21 -2.75 -3.23 -0.0429
C 3.11 -3.66 -3.78 -0.1259
C 4.18 -4.09 -3.01 -0.1281
C 4.35 -3.63 -1.72 -0.0462
C 3.45 -2.71 -1.17 -0.2456
H 4.17 -2.80 0.70 0.0845
H 2.79 -0.99 1.54 0.0388
H -1.04 0.77 -3.29 0.0989
H -3.11 2.08 -3.47 0.0971
H -5.01 3.28 -2.40 0.0917
H -5.26 3.14 0.09 0.0878
H -3.58 1.83 1.36 0.0920
H 1.36 -2.39 -3.79 0.0957
H 2.97 -4.02 -4.79 0.0802
H 4.89 -4.81 -3.42 0.0851
H 5.19 -3.98 -1.11 0.0978
C -0.12 3.82 3.97 -0.3815
As -0.69 2.16 3.06 1.0103
C 0.08 2.61 1.32 -0.3543
C 0.81 1.07 3.71 -0.3518
H 0.93 4.03 3.77 0.0090
H -0.27 3.72 5.04 0.0028
H -0.72 4.65 3.61 0.0030
H 1.12 2.95 1.43 0.0215
H -0.51 3.40 0.85 0.0154
H 0.05 1.75 0.66 -0.0295
H 1.74 1.64 3.69 0.0200
H 0.93 0.17 3.10 -0.0311
H 0.61 0.74 4.74 0.0162
S -4.21 -1.72 0.22 0.2837
C -5.05 -2.40 1.48 -1.0490
N -5.66 -2.88 2.35 -0.0576
Te 1.45 -3.29 2.00 0.2311
```

## Properties
HOMO energy = -0.0394 Eh
Orbital gap = 5.6 eV
Molar mass = 759.4 g mol⁻¹
Total charge = -2
Energy = -4100.95068 Eh
LUMO energy = 4.48 eV

---

This record from the Open Molecules 2025 dataset describes an isolated molecule of C18H20Br2N4O2S in a non-equilibrium geometry. The level of theory is the ωB97M-V functional and the def2-TZVPD basis.

Geometry as XYZ:
```
47
Properties=species:S:1:pos:R:3:lowdin_charge:R:1
C -0.02 2.59 4.21 -0.1016
C 1.26 2.35 3.46 -0.2264
O 1.54 0.95 3.07 -0.1220
C 0.90 0.05 3.86 -0.3327
C 1.41 -0.27 5.15 -0.5893
Br 2.91 0.65 5.78 0.8531
C 0.87 -1.29 5.97 -0.1970
C -0.20 -2.00 5.50 -0.6629
Br -0.62 -3.52 6.60 0.7149
C -0.80 -1.69 4.28 -0.0271
C -0.26 -0.63 3.39 -0.0894
C -0.79 -0.38 1.99 -0.1865
N -0.13 -1.17 0.98 -0.0759
C 1.18 -0.80 0.38 -0.1937
C 0.99 0.41 -0.62 -0.1330
C -0.30 0.35 -1.52 -0.1464
N 0.04 0.76 -2.88 0.0539
C -0.55 0.31 -3.92 -0.4154
N 0.25 0.40 -4.97 0.1453
C -0.27 -0.20 -6.15 -0.2527
C 0.43 -0.48 -7.41 -0.1346
C -0.32 -1.18 -8.27 -0.3677
S -2.07 -1.22 -7.81 1.0126
C -1.61 -0.52 -6.26 -0.4292
C -2.43 -0.39 -5.15 -0.4986
O -3.66 -0.57 -5.15 0.0224
N -1.86 -0.10 -3.93 0.2231
H -0.98 2.12 3.88 0.0976
H 0.03 2.31 5.25 0.0710
H -0.23 3.66 4.25 0.0788
H 2.18 2.84 4.00 0.1242
H 1.07 2.85 2.45 0.1239
H 1.43 -1.59 6.82 0.0770
H -1.64 -2.22 3.92 0.0914
H -0.71 0.69 1.58 0.1401
H -1.87 -0.73 1.95 0.1372
H -0.01 -2.09 1.38 0.1040
H 1.98 -0.60 1.04 0.0782
H 1.59 -1.74 -0.17 0.1417
H 1.92 0.55 -1.14 0.0938
H 1.02 1.32 0.02 0.0996
H -1.09 1.06 -1.23 0.1197
H -0.70 -0.60 -1.43 0.0868
H 1.01 0.96 -3.04 0.1322
H 1.47 -0.15 -7.52 0.1104
H 0.09 -1.44 -9.30 0.0993
H -2.43 0.40 -3.29 0.1497
```

## Properties
HOMO energy = -0.2900 Eh
Orbital gap = 8.2 eV
Molar mass = 516.3 g mol⁻¹
Total charge = 0
Energy = -6613.55938 Eh
SMILES string = CCOc1c(Br)cc(Br)cc1CNCCCNc1nc2ccsc2c(=O)[nH]1
LUMO energy = 0.30 eV

---

This record from the Open Molecules 2025 dataset describes C18H20BrMnN2O3S as an isolated structure. The level of theory is the ωB97M-V functional and the def2-TZVPD basis.

Geometry as XYZ:
```
46
Properties=species:S:1:pos:R:3:lowdin_spin:R:1
Mn 0.30 -1.61 -2.60 4.6733
O -2.80 0.28 -2.08 0.0002
C -3.66 -0.35 -1.21 0.0001
C -4.82 0.30 -0.83 0.0000
C -5.70 -0.33 0.04 0.0001
C -5.43 -1.61 0.52 0.0000
C -4.26 -2.24 0.12 0.0002
C -3.36 -1.62 -0.73 0.0011
C -2.05 -2.30 -1.05 0.0145
O -1.54 -2.05 -2.32 0.1096
N -1.07 -1.82 0.00 0.0000
N 0.19 -1.75 -0.36 0.0378
C 1.12 -1.22 0.34 0.0175
C 2.49 -1.18 -0.16 0.0051
Br 2.76 -1.98 -1.89 0.0398
C 3.59 -0.67 0.40 0.0063
C 3.66 -0.09 1.75 0.0007
C 3.02 -0.66 2.85 0.0006
C 3.12 -0.07 4.10 0.0000
C 3.86 1.09 4.27 0.0005
C 4.52 1.66 3.19 0.0000
C 4.43 1.07 1.94 0.0006
H -2.25 -0.43 -2.47 0.0005
H -5.03 1.28 -1.23 0.0000
H -6.61 0.18 0.34 0.0000
H -6.12 -2.10 1.19 0.0000
H -4.04 -3.24 0.48 0.0001
H -2.17 -3.37 -0.90 0.0014
H -1.42 -1.24 0.75 0.0004
H 0.93 -0.76 1.31 0.0015
H 4.50 -0.67 -0.18 0.0007
H 2.48 -1.59 2.74 0.0000
H 2.63 -0.53 4.95 0.0000
H 3.94 1.54 5.25 0.0000
H 5.11 2.55 3.32 0.0000
H 4.96 1.50 1.09 0.0000
C -0.73 2.82 -2.83 0.0029
S 0.10 1.67 -1.77 0.0135
C 1.71 2.42 -1.69 0.0027
O 0.29 0.43 -2.63 0.0673
H -0.10 3.04 -3.69 0.0000
H -0.95 3.71 -2.25 0.0005
H -1.66 2.33 -3.12 0.0000
H 1.67 3.24 -0.97 0.0005
H 2.01 2.77 -2.67 0.0001
H 2.37 1.63 -1.33 0.0000
```

## Properties
HOMO energy (spin up / spin down) = -0.4001 / -0.4001 Eh
Spin multiplicity = 6
Orbital gap (spin up / spin down) = 7.7 / 7.4 eV
Molar mass = 479.3 g mol⁻¹
Total charge = +1
Energy = -5156.10629 Eh
<S²> = 8.756
LUMO energy (spin up / spin down) = -3.20 / -3.49 eV

---

This record from the Open Molecules 2025 dataset describes a 3-piece molecular cluster, C18H20Cl2FN2 overall in a non-equilibrium geometry. The level of theory is the ωB97M-V functional and the def2-TZVPD basis.

Geometry as XYZ:
```
43
Properties=species:S:1:pos:R:3:lowdin_charge:R:1
Cl 2.39 -2.62 2.25 0.7095
C 1.53 -2.71 3.73 -0.7489
N 0.83 -1.63 4.06 0.0234
F -1.79 0.34 1.91 -0.2895
C -0.11 -1.73 4.98 -0.7516
Cl -1.31 -0.52 5.00 0.7239
C -0.16 -2.80 5.89 -0.0766
C 0.73 -3.86 5.69 -0.0424
C 1.53 -3.85 4.55 -0.0810
H -0.90 -2.77 6.68 0.1039
H 0.79 -4.67 6.42 0.1185
H 2.15 -4.69 4.23 0.1049
C 0.87 -0.57 -0.13 0.0020
N 0.38 0.31 -1.21 0.0235
C -0.52 1.31 -0.95 -0.0770
C -1.02 1.53 0.32 0.1308
C -2.16 2.45 0.62 -0.1377
C -2.85 3.04 -0.59 -0.1812
C -1.83 3.38 -1.67 -0.1764
C -0.97 2.19 -2.11 -0.0800
C 0.91 0.02 -2.50 -0.2534
C 0.28 -0.95 -3.30 -0.0051
C 0.83 -1.28 -4.54 -0.0477
C 2.01 -0.65 -4.99 -0.0377
C 2.64 0.30 -4.17 -0.0478
C 2.10 0.63 -2.93 -0.0082
H 1.63 -1.24 -0.57 0.1060
H 1.33 0.02 0.67 0.1178
H 0.05 -1.16 0.29 0.1165
H -0.84 0.80 1.22 0.0528
H -2.89 1.88 1.20 0.1428
H -1.78 3.23 1.30 0.1652
H -3.61 2.34 -0.95 0.1288
H -3.38 3.94 -0.27 0.1248
H -2.34 3.84 -2.52 0.1259
H -1.15 4.15 -1.26 0.1265
H -0.11 2.60 -2.65 0.1306
H -1.51 1.62 -2.88 0.1489
H -0.63 -1.44 -2.92 0.1315
H 0.33 -2.02 -5.18 0.1180
H 2.43 -0.91 -5.96 0.1163
H 3.55 0.79 -4.51 0.1178
H 2.58 1.35 -2.26 0.1315
```

## Properties
HOMO energy = -0.4143 Eh
Orbital gap = 4.2 eV
Molar mass = 354.3 g mol⁻¹
Total charge = +1
Energy = -1827.25762 Eh
LUMO energy = -7.04 eV

---

Q: Look up the energy of the fourth one.
A: -6613.55938 Eh